Entry 1:
95
Properties=species:S:1:pos:R:3 method="wB97M-V/def2-TZVPD" gap_ev=4.68 total_energy_ha=-4387.2909 total_charge=+1 spin_multiplicity=1 e_homo_ev=-10.07
C 1.2162 -0.6809 1.2917
C 0.0507 -1.2299 0.5544
Cl -1.0745 -0.1524 -0.0915
C -0.1301 -2.5497 0.3366
Cl 1.0151 -3.7105 0.8506
S -1.5105 -3.0365 -0.6465
C -1.4463 -4.9331 -0.7043
F -2.4981 -5.2644 -1.4365
F -0.3449 -5.1995 -1.3865
C -1.4739 -5.7334 0.6674
F -2.4936 -6.5746 0.6406
F -1.6355 -4.8942 1.6843
F -0.3594 -6.4187 0.8109
S -3.4044 -2.4212 0.4801
O -3.0934 -2.3171 1.8613
O -3.8795 -1.3202 -0.2823
C -4.7274 -3.7614 0.2320
F -5.8240 -3.1773 0.6586
F -4.4478 -4.8159 0.9583
F -4.8235 -4.0583 -1.0416
H 2.0893 -0.7142 0.6306
H 1.4261 -1.2449 2.1992
H 1.0228 0.3614 1.5319
C -7.2616 1.1164 3.2280
O -7.7696 2.1466 3.6227
N -6.1878 0.5294 3.7906
C -5.6246 -0.6940 3.2683
C -5.5745 1.1487 4.9603
H -7.6482 0.5648 2.3525
H -5.6601 -1.4817 4.0258
H -4.5847 -0.5391 2.9765
H -6.1945 -1.0202 2.3989
H -6.2918 1.2279 5.7752
H -5.2369 2.1577 4.7293
H -4.7290 0.5407 5.2752
C 1.7553 1.8822 -2.0722
O 0.8857 1.5764 -1.2574
N 1.5081 2.4358 -3.2582
C 2.5740 2.7839 -4.1866
C 0.1287 2.6885 -3.6318
H 2.8258 1.7159 -1.8781
H 2.5515 3.8565 -4.3905
H 2.4479 2.2303 -5.1105
H 3.5373 2.5242 -3.7597
H -0.3448 3.3635 -2.9181
H -0.4395 1.7573 -3.6463
H 0.1091 3.1367 -4.6216
C 3.0157 0.1743 -6.9719
O 2.9394 0.0430 -5.7616
N 4.1557 0.0739 -7.6732
C 4.1971 0.2392 -9.1124
C 5.3891 -0.1908 -6.9496
H 2.1387 0.4103 -7.5978
H 4.5751 -0.6652 -9.5922
H 4.8426 1.0760 -9.3843
H 3.1945 0.4378 -9.4859
H 5.3200 -1.1405 -6.4172
H 5.5750 0.5983 -6.2188
H 6.2133 -0.2330 -7.6573
C 6.0718 2.1108 -2.6227
O 5.7308 2.4591 -3.7403
N 6.5211 0.8844 -2.3135
C 6.9156 0.5224 -0.9668
C 6.6109 -0.1061 -3.3727
H 6.0289 2.7903 -1.7550
H 7.9706 0.2381 -0.9494
H 6.3117 -0.3093 -0.6072
H 6.7722 1.3731 -0.3032
H 7.2848 0.2380 -4.1586
H 5.6288 -0.2771 -3.8166
H 6.9886 -1.0369 -2.9560
C -7.6814 4.1329 6.1892
O -6.5624 3.8316 6.5718
N -8.4529 5.0634 6.7856
C -9.7750 5.3879 6.2945
C -7.9348 5.7556 7.9521
H -8.1495 3.6592 5.3151
H -9.8348 6.4402 6.0085
H -10.5311 5.1914 7.0578
H -9.9954 4.7775 5.4209
H -7.0154 6.2868 7.7043
H -7.7068 5.0458 8.7479
H -8.6786 6.4663 8.3046
C 4.7016 -1.4635 1.5479
O 4.3212 -1.1432 0.4316
N 5.2285 -2.6553 1.8621
C 5.6648 -2.9779 3.2084
C 5.3741 -3.6497 0.8098
H 4.6416 -0.7741 2.4066
H 6.7299 -3.2123 3.2198
H 5.1132 -3.8366 3.5943
H 5.4892 -2.1268 3.8630
H 6.0129 -3.2710 0.0122
H 4.4033 -3.8901 0.3747
H 5.8166 -4.5493 1.2294

---

Entry 2:
81
Properties=species:S:1:pos:R:3 method="wB97M-V/def2-TZVPD" gap_ev="6.73 / 6.60" total_energy_ha=-4459.7668 total_charge=-1 spin_multiplicity=4 de_lowest_ev=0.342 e_homo_ev="-4.34 / -4.22" s_squared=3.76
C -1.6106 -1.9903 -3.8501
C -1.0358 -2.7717 -2.7153
H -1.5138 -2.5325 -4.7949
H -1.1180 -1.0104 -3.9439
H -2.6805 -1.7902 -3.6789
C -0.4347 -3.9665 -2.8366
C -0.2234 -4.6976 -4.1188
H -0.1130 -4.5114 -1.9440
H -0.1946 -4.0244 -4.9900
H -1.0119 -5.4494 -4.2928
H 0.7286 -5.2481 -4.0756
Co -0.6366 0.6804 -1.2256
Cl -2.7521 0.9377 -1.4682
Cl 0.6329 1.4402 -2.7690
H 1.0024 3.8176 2.9140
H -0.9600 5.4124 2.1585
C 1.1543 3.6124 1.8476
C -0.7192 5.0992 1.1353
N -0.1125 3.7736 1.1424
H 1.5285 2.5960 1.7006
C -0.6427 2.7846 0.4394
O -0.0406 1.6687 0.3161
H -1.6396 5.0685 0.5391
H -1.6377 2.9532 -0.0155
H 1.8802 4.3423 1.4690
H -0.0300 5.8337 0.6958
H 1.7456 -1.4833 -3.4926
H 2.0622 -3.6816 -1.8738
C 2.6418 -1.1106 -2.9781
C 2.9656 -3.1090 -1.6016
N 2.7043 -1.6786 -1.6532
H 2.5923 -0.0247 -2.9068
C 2.5882 -0.9194 -0.5201
O 2.5596 0.3053 -0.4779
H 3.2942 -3.3959 -0.5916
H 2.5140 -1.5393 0.3994
H 3.5172 -1.4335 -3.5548
H 3.7459 -3.3698 -2.3336
O -0.2233 -1.1039 -1.2343
C -1.1736 -2.0886 -1.3671
C 0.2129 -3.3788 0.2854
C -1.0453 -3.0257 -0.1670
H 1.0694 -2.8727 -0.1551
C 0.3588 -4.3821 1.2486
H -2.1842 -1.6524 -1.3514
C -2.1868 -3.5820 0.4078
H 1.3605 -4.6676 1.5636
C -0.7793 -4.9900 1.7901
C -2.0536 -4.5764 1.3784
H -3.1562 -3.2370 0.0388
H -0.6738 -5.7898 2.5220
H -2.9492 -5.0311 1.8062
Si -0.6254 3.9549 -4.6267
Cl -1.2952 2.0673 -5.2695
C 1.2242 4.0673 -4.2939
C -1.6691 4.4074 -3.1470
C -0.9621 5.1264 -6.0705
H 1.5771 3.2339 -3.6640
H 1.4497 4.9952 -3.7478
H 1.8033 4.0576 -5.2290
H -0.2185 4.9749 -6.8701
H -0.9068 6.1783 -5.7524
H -1.9605 4.9549 -6.4947
H -1.5358 3.6701 -2.3426
H -2.7320 4.4076 -3.4125
H -1.4023 5.4004 -2.7643
C -0.4019 -0.8406 5.2221
N -0.4709 -0.5806 3.7958
C -1.4608 0.3510 3.3152
C 0.4181 -1.0742 2.8838
C 1.4445 -2.0346 3.4203
O 0.3233 -0.7435 1.6934
H -1.1562 -0.2262 5.7208
H 0.5896 -0.5886 5.6241
H -0.5896 -1.8991 5.4599
H -0.9890 1.2869 2.9826
H -1.9993 -0.0685 2.4515
H -2.1566 0.5480 4.1330
H 0.9544 -2.9841 3.6840
H 2.1801 -2.2292 2.6373
H 1.9615 -1.6391 4.3051

---

Entry 3:
77
Properties=species:S:1:pos:R:3 method="wB97M-V/def2-TZVPD" gap_ev="6.62 / 4.83" total_energy_ha=-2465.2142 total_charge=+2 spin_multiplicity=4 de_lowest_ev=0.000 e_homo_ev="-14.36 / -14.56" s_squared=3.85
Tc -0.5060 -0.3963 -2.0493
C -1.8130 1.4193 -0.3328
C -2.2942 0.5548 -1.4248
C -2.0804 -0.6823 0.5619
C -1.7391 0.6579 0.8451
C -2.4119 -0.8012 -0.8449
C -1.7770 2.8889 -0.3941
H -1.5558 3.2424 -1.4065
H -1.0120 3.2858 0.2788
H -2.7519 3.3020 -0.0997
C -1.5724 1.1959 2.2100
H -1.2347 2.2387 2.2065
H -0.8565 0.5930 2.7892
H -2.5415 1.1700 2.7343
C -2.3237 -1.7049 1.6005
H -3.3471 -1.6144 2.0017
H -1.6269 -1.5598 2.4338
H -2.2184 -2.7279 1.2047
C -3.2779 -1.8642 -1.4004
H -4.2692 -1.4492 -1.6191
H -3.3892 -2.6913 -0.6904
H -2.8749 -2.2777 -2.3292
C -3.2175 1.1001 -2.4638
H -4.0514 1.6346 -1.9935
H -3.6092 0.2847 -3.0702
H -2.6808 1.8048 -3.0933
C 1.3045 0.4898 -2.5577
C 0.1643 1.3263 -2.8521
C -0.2676 1.5171 -4.2914
C -1.0879 0.3346 -4.8786
C -1.2003 -0.7968 -3.8751
C -0.0230 -1.6247 -3.6372
C 1.2993 -1.3383 -4.3399
C 2.0805 -0.1783 -3.6778
H 0.6027 1.7028 -4.9457
H -0.6662 0.0338 -5.8448
H -0.9043 2.4055 -4.3283
H 2.3423 0.5402 -4.4722
H 1.9336 0.7865 -1.7191
H 0.1192 2.2534 -2.2621
H 3.0344 -0.5628 -3.2876
H 1.9348 -2.2317 -4.3388
H -0.2057 -2.6874 -3.4568
H 1.1581 -1.0788 -5.3900
H -2.0963 0.6904 -5.0865
H -2.1434 -1.3271 -3.9437
P 2.1502 2.0981 0.9218
C 1.6295 2.8971 2.4264
H 2.3655 3.6754 2.6591
H 1.5809 2.1369 3.2294
H 0.6404 3.3446 2.2697
C 3.7568 1.3177 1.1298
H 4.5407 2.0819 1.2173
H 3.9449 0.6568 0.2674
H 3.6959 0.7094 2.0438
C 2.2912 3.3702 -0.3639
H 2.4960 2.9114 -1.3435
H 3.1011 4.0659 -0.1073
H 1.3374 3.9184 -0.4395
P 0.6157 -2.4299 -0.4306
C -0.2897 -3.9458 -0.9220
H 0.4138 -4.7834 -1.0165
H -0.7968 -3.7831 -1.8824
H -1.0562 -4.1745 -0.1686
C 2.2802 -2.5872 -1.1602
H 2.2470 -2.3769 -2.2334
H 2.6674 -3.6003 -0.9828
H 2.9263 -1.8407 -0.6754
C 1.0213 -2.7241 1.3136
H 1.4022 -3.7418 1.4606
H 0.1618 -2.5574 1.9654
H 1.7809 -1.9973 1.6098
O 2.1386 0.6609 4.3387
Cl 1.7720 -0.7951 4.2039
O 2.0526 -1.4671 5.5000
O 0.2929 -0.8815 3.8996
O 1.1527 1.0373 0.4962

---

Entry 4:
77
Properties=species:S:1:pos:R:3 method="wB97M-V/def2-TZVPD" gap_ev="6.18 / 5.17" total_energy_ha=-3328.3951 total_charge=+2 spin_multiplicity=2 e_homo_ev="-14.77 / -14.77" s_squared=0.77
V -0.5016 -0.6048 -1.0148
C 1.4919 0.5645 -1.9530
C 0.4740 0.1299 -2.8823
C -0.3777 1.7946 -1.4972
C 0.9724 1.5742 -1.1065
C -0.7265 0.8861 -2.5741
C 2.9269 0.2365 -2.0600
H 3.1204 -0.8189 -2.2743
H 3.4577 0.4927 -1.1392
H 3.3690 0.7969 -2.8934
C 1.7616 2.5510 -0.3219
H 2.6434 2.0781 0.0969
H 1.1530 2.9180 0.5176
H 2.1142 3.4182 -0.9205
C -1.1827 3.0010 -1.1458
H -1.0573 3.7483 -1.9382
H -0.8078 3.4390 -0.2199
H -2.2535 2.7857 -1.0538
C -1.9725 0.9996 -3.3932
H -1.6905 1.0927 -4.4429
H -2.5607 1.8552 -3.0567
H -2.6384 0.1265 -3.3556
C 0.7876 -0.5878 -4.1566
H 1.5979 -0.0239 -4.6456
H -0.0639 -0.5984 -4.8397
H 1.2002 -1.5938 -3.9952
C 0.1044 -2.0435 0.4182
C 0.9076 -2.0581 -0.7630
C 0.7167 -3.1685 -1.7676
C -0.5090 -3.0616 -2.7033
C -1.4408 -1.9368 -2.3355
C -2.1566 -1.9870 -1.1105
C -2.0614 -3.2325 -0.2218
C -0.8259 -3.2082 0.6980
H 0.6909 -4.1315 -1.2407
H -1.0263 -4.0406 -2.7273
H 1.6312 -3.2122 -2.3713
H -0.2758 -4.1560 0.6065
H 0.5360 -1.5700 1.3095
H 1.9239 -1.6279 -0.7072
H -1.1253 -3.1946 1.7605
H -2.9742 -3.3141 0.3864
H -3.1154 -1.4670 -1.0735
H -2.0839 -4.1819 -0.7724
H -0.1774 -2.9270 -3.7453
H -1.9076 -1.4516 -3.1798
P 2.2704 0.1555 2.9323
C 3.3472 1.5639 3.1105
H 4.1446 1.2809 3.8102
H 2.7810 2.4161 3.5250
H 3.7708 1.8091 2.1361
C 1.8238 -0.2613 4.6377
H 2.7620 -0.5480 5.1574
H 1.1143 -1.1065 4.6473
H 1.3944 0.6736 5.0405
C 3.1953 -1.2252 2.1731
H 2.5040 -2.0457 1.8986
H 3.9194 -1.6015 2.9051
H 3.6849 -0.8413 1.2537
P -2.2670 0.6974 0.7369
C -3.9392 0.7549 -0.0432
H -4.7033 0.4803 0.7005
H -3.9832 0.0940 -0.9195
H -4.1198 1.7766 -0.4158
C -2.3254 -0.7182 1.8840
H -2.2506 -1.6040 1.2634
H -3.2634 -0.7792 2.4605
H -1.4139 -0.6879 2.4966
C -2.3915 2.0266 1.9910
H -3.3785 2.0020 2.4864
H -2.2155 3.0086 1.5341
H -1.6076 1.8561 2.7378
O 1.7856 3.8254 4.0110
Cl 0.3965 3.6528 3.4185
O -0.5175 4.5453 4.1922
O 0.3778 4.1047 1.9537
O 1.0364 0.4046 2.0900

---

Entry 5:
73
Properties=species:S:1:pos:R:3 method="wB97M-V/def2-TZVPD" gap_ev="5.22 / 4.18" total_energy_ha=-2164.4177 total_charge=+2 spin_multiplicity=4 de_lowest_ev=1.185 e_homo_ev="-13.25 / -13.22" s_squared=3.77
Tc -0.0217 0.5222 0.5033
C 0.3379 1.8316 -2.6274
C 1.6092 1.1822 -2.6375
C -0.0109 -0.4449 -2.4310
C -0.6744 0.8278 -2.4798
C 1.3941 -0.2248 -2.5280
C 0.0972 3.2890 -2.7056
H 0.7115 3.8459 -1.9826
H -0.9562 3.5328 -2.5287
H 0.3563 3.6501 -3.7117
C -2.1217 1.0721 -2.6012
H -2.3548 2.1471 -2.6053
H -2.6776 0.6075 -1.7670
H -2.5343 0.6794 -3.5495
C -0.6696 -1.7696 -2.5119
H -1.0796 -1.9645 -3.5177
H -1.5018 -1.8334 -1.7994
H 0.0759 -2.5555 -2.3162
C 2.4276 -1.2762 -2.5543
H 3.4269 -0.8402 -2.6810
H 2.2687 -1.9713 -3.3953
H 2.4232 -1.8778 -1.6293
C 2.9226 1.8307 -2.8362
H 3.2004 1.8345 -3.9024
H 3.6994 1.3130 -2.2533
H 2.9049 2.8914 -2.5649
C -1.3195 0.5515 2.1337
C -0.2860 1.5578 2.3195
C 0.8301 1.3330 3.3601
C 1.8578 0.2594 2.9526
C 1.6936 -0.2479 1.5167
C 0.7206 -1.2813 1.2198
C -0.1824 -1.7824 2.3658
C -1.1988 -0.7755 2.8961
H 0.3882 1.0806 4.3379
H 1.8213 -0.5778 3.6654
H 1.3967 2.2640 3.5051
H -0.9873 -0.5954 3.9620
H -2.3610 0.9335 2.0690
H -0.5422 2.6259 2.1755
H -2.1941 -1.2302 2.8588
H -0.7316 -2.6589 1.9863
H 1.0652 -2.0753 0.5362
H 0.4521 -2.1581 3.1882
H 2.8547 0.7147 3.0495
H 2.6111 -0.2006 0.9061
P -4.7967 2.1526 -1.0408
C -5.7480 3.1262 -2.3028
H -6.6437 3.5373 -1.8098
H -6.0601 2.4627 -3.1212
H -5.1449 3.9438 -2.7145
C -6.3163 1.1591 -0.6874
H -7.1277 1.8560 -0.4285
H -6.1347 0.4633 0.1395
H -6.5948 0.5944 -1.5881
C -5.0649 3.3769 0.3138
H -6.1235 3.6716 0.3124
H -4.4266 4.2505 0.1373
H -4.7926 2.9200 1.2720
P -1.3422 -4.5198 -1.9585
C -0.0764 -5.6239 -2.7231
H -0.4671 -6.6506 -2.6590
H 0.8828 -5.5505 -2.1961
H 0.0610 -5.3503 -3.7791
C -1.7625 -5.6163 -0.5499
H -1.8794 -6.6317 -0.9530
H -2.6999 -5.2728 -0.0953
H -0.9584 -5.5840 0.1948
C -2.6307 -5.1864 -3.0954
H -2.6449 -6.2776 -2.9500
H -2.3641 -4.9600 -4.1366
H -3.6159 -4.7645 -2.8662
Cl 1.5868 2.0954 0.1603

---

Entry 6:
77
Properties=species:S:1:pos:R:3 method="wB97M-V/def2-TZVPD" gap_ev="5.04 / 5.76" total_energy_ha=-3156.8168 total_charge=-2 spin_multiplicity=1 de_lowest_ev=0.000 e_homo_ev="-0.84 / -1.76"
Tl 0.1046 -0.2812 0.1423
I 0.8538 -3.9807 -0.1638
C -0.3471 -2.4769 0.8170
I -3.0864 -0.0126 2.2689
H -0.2157 -2.6803 1.8771
H -1.3745 -2.7054 0.5412
C -1.4014 -0.3405 -1.4716
H -1.0901 -1.1944 -2.0762
H -1.4170 0.5565 -2.0862
H -2.3777 -0.5194 -1.0282
C 1.9375 4.5776 1.8122
Si 0.0662 4.3816 1.5992
C -0.7185 4.0403 3.2707
C -0.5131 6.1281 1.1161
Si -0.4342 2.7708 -0.0344
Si 0.9714 3.2733 -1.8341
C 0.9789 5.1131 -2.3073
C 2.7621 2.8447 -1.4509
C 0.4680 2.3225 -3.3808
Si -2.6635 3.3435 -0.5310
C -3.6235 3.8209 1.0168
C -3.7363 2.0596 -1.3858
C -2.6970 4.8555 -1.6859
H 2.1627 5.1639 2.7088
H 2.3572 5.1014 0.9488
H 2.4419 3.6140 1.8955
H -0.2530 4.6608 4.0432
H -0.6202 2.9966 3.5636
H -1.7858 4.2673 3.2427
H -0.1904 6.8360 1.8883
H -1.5987 6.1943 1.0350
H -0.0828 6.4450 0.1642
H 1.3995 5.7191 -1.5013
H -0.0192 5.4916 -2.5315
H 1.6081 5.2552 -3.1931
H 3.1357 3.4183 -0.6005
H 3.3993 3.0565 -2.3163
H 2.8370 1.7799 -1.2154
H -0.5687 2.5312 -3.6577
H 0.5640 1.2505 -3.1977
H 1.1106 2.5880 -4.2264
H -3.6196 2.9849 1.7204
H -4.6617 4.0260 0.7344
H -3.2287 4.7071 1.5153
H -3.8535 1.1884 -0.7389
H -3.3383 1.7300 -2.3461
H -4.7241 2.5038 -1.5527
H -2.1283 5.6977 -1.2888
H -3.7341 5.1791 -1.8285
H -2.2867 4.6022 -2.6673
C 1.9472 -0.5843 -1.2517
H 1.7629 -0.8831 -2.2898
H 2.9926 -0.7763 -0.9936
C 0.5444 2.0198 6.2380
C -0.2548 1.0757 5.6095
C 0.0889 0.5956 4.3526
C 1.2383 1.0461 3.6989
C 2.0319 1.9940 4.3500
C 1.6915 2.4804 5.6045
Si 1.7243 0.3546 2.0101
C 2.6643 -1.2450 2.3977
C 2.1529 -2.1888 3.2911
C 2.8170 -3.3801 3.5424
C 4.0194 -3.6546 2.9056
C 4.5490 -2.7286 2.0192
C 3.8758 -1.5401 1.7706
H 0.2674 2.4081 7.2119
H -1.1680 0.7288 6.0779
H -0.5854 -0.0920 3.8527
H 2.9304 2.3624 3.8658
H 2.3164 3.2257 6.0846
H 2.7866 1.2734 1.4990
H 1.2133 -1.9929 3.7970
H 2.3872 -4.1022 4.2270
H 4.5331 -4.5913 3.0894
H 5.4817 -2.9383 1.5076
H 4.2928 -0.8311 1.0642